{
  "formula": "C32H44GaIN2O2SSi",
  "method": "the ωB97M-V functional and the def2-TZVPD basis",
  "spin_multiplicity": 1,
  "lumo_ev": -0.39,
  "e_tot_ha": -4416.0096,
  "orbital_gap_ev": 7.42,
  "e_homo_ev": -7.814,
  "symbols": ["I", "Ga", "S", "Si", "O", "O", "N", "N", "C", "C", "C", "C", "C", "C", "C", "C", "C", "C", "C", "C", "C", "C", "C", "C", "C", "C", "C", "C", "C", "C", "C", "C", "C", "C", "C", "C", "C", "C", "C", "C", "H", "H", "H", "H", "H", "H", "H", "H", "H", "H", "H", "H", "H", "H", "H", "H", "H", "H", "H", "H", "H", "H", "H", "H", "H", "H", "H", "H", "H", "H", "H", "H", "H", "H", "H", "H", "H", "H", "H", "H", "H", "H", "H", "H"],
  "coordinates": [[-3.379377, 2.404094, 0.683398], [-0.128415, 0.563724, 0.294873], [-0.336024, 1.497218, 2.383981], [-0.739865, -1.689483, -0.540837], [1.753294, 0.819183, -0.059666], [0.555645, 5.693726, 1.041632], [4.371394, 3.006080, 0.938046], [-0.445968, 2.429452, -0.705942], [1.962237, -1.304662, 5.166921], [0.598744, -1.098554, 5.331643], [1.832238, 5.722214, 0.411752], [0.802708, -4.064334, -1.242650], [2.634542, -0.643267, 4.150062], [0.577612, 0.400441, 3.441154], [-1.500735, -2.015991, 2.202070], [-1.122914, 2.972613, -2.969089], [0.935156, -2.669179, -0.611845], [1.725127, 3.206425, 0.104444], [-0.548728, -1.256401, -3.360878], [-1.475811, 2.743296, -1.643158], [-3.430489, 3.251073, -3.558404], [-3.792231, 3.031092, -2.237620], [1.949086, 0.210949, 3.298783], [3.730839, 4.192050, 0.941396], [0.450064, 3.346909, -0.550696], [-2.093453, 3.223772, -3.924292], [4.458380, 0.621072, 0.497654], [3.726665, 1.928582, 0.559001], [-2.674870, -0.557160, -2.352453], [-0.089870, -0.254255, 4.475007], [1.465776, -2.833672, 0.821916], [-2.045735, -3.958271, 0.748083], [-2.818754, 2.776021, -1.283859], [-1.950617, -2.426965, 0.789566], [-3.372405, -1.869058, 0.633517], [2.037127, -1.941450, -1.404869], [2.344025, 1.955714, 0.200786], [-2.202096, -2.976513, -2.658979], [-1.577624, -1.624412, -2.282772], [2.448345, 4.356772, 0.490679], [0.047680, -0.381457, -3.084407], [-3.463070, -0.683117, -1.612774], [-2.810575, -4.283780, 1.461771], [-3.037872, -3.236565, -2.008796], [-1.111936, -4.439196, 1.037615], [-3.862038, -2.203919, -0.281083], [4.304408, 5.039137, 1.300417], [-2.590431, -2.922860, -3.682485], [0.818789, -3.453363, 1.442217], [-1.618548, -0.942277, 2.358824], [-3.979112, -2.221181, 1.475285], [1.597408, -1.870733, 1.324219], [-3.142414, -0.584426, -3.343814], [2.473597, 0.745609, 2.521562], [0.055480, -4.693578, -0.763429], [5.508168, 0.790272, 0.723822], [1.721782, 6.024717, -0.639395], [-1.155197, -0.101994, 4.593783], [-2.248304, 0.435728, -2.232081], [3.701069, -0.784641, 4.021592], [-4.197288, 3.439833, -4.297866], [-0.464162, -2.268875, 2.423773], [-4.833226, 3.051801, -1.946124], [4.047385, -0.108140, 1.199674], [-0.076191, 2.916418, -3.242528], [-1.484832, -3.796655, -2.623455], [0.286948, 6.591924, 1.253565], [2.496890, -1.969935, 5.832606], [0.134658, -2.078907, -3.569874], [1.876184, -1.997914, -2.479769], [2.143955, -0.897707, -1.120924], [-2.126430, -2.525318, 2.944393], [-1.072234, -1.020921, -4.294066], [0.248250, 4.307994, -1.023135], [1.768319, -4.576278, -1.160491], [4.357586, 0.177401, -0.495237], [0.567382, -4.002276, -2.306594], [2.991888, -2.439453, -1.199262], [-2.334531, -4.333345, -0.236292], [2.503017, 6.441916, 0.886647], [0.066949, -1.602154, 6.129360], [2.446353, -3.320727, 0.788222], [-1.804076, 3.387710, -4.953641], [-3.384665, -0.777646, 0.659810]],
  "atomic_forces_ev_per_a": [[-0.028, 0.042, -0.060], [0.247, 0.103, -0.066], [-0.075, 0.039, 0.006], [-0.131, -0.017, -0.002], [-0.245, 0.138, 0.017], [0.006, 0.009, 0.072], [-0.021, 0.035, -0.020], [0.139, -0.091, 0.016], [-0.012, -0.016, 0.010], [0.008, -0.002, 0.024], [0.018, 0.013, -0.061], [0.018, 0.021, -0.012], [0.038, -0.007, -0.001], [-0.004, -0.053, -0.003], [0.039, -0.019, -0.050], [0.030, -0.013, -0.011], [0.069, 0.001, 0.052], [-0.012, -0.002, -0.006], [0.031, -0.020, 0.024], [-0.047, -0.079, 0.034], [-0.008, 0.002, 0.009], [0.018, 0.013, -0.052], [-0.048, -0.003, -0.012], [0.027, -0.006, -0.024], [-0.135, -0.056, -0.040], [-0.014, 0.012, -0.017], [0.005, 0.010, -0.005], [0.015, -0.056, 0.007], [-0.001, 0.016, -0.007], [0.035, 0.012, 0.028], [-0.003, -0.019, -0.022], [-0.010, -0.005, -0.095], [-0.061, -0.036, 0.091], [0.063, 0.050, 0.110], [0.032, -0.034, -0.024], [-0.033, 0.016, -0.014], [0.111, -0.036, 0.085], [-0.018, -0.015, 0.003], [-0.018, -0.021, 0.023], [0.011, 0.003, -0.009], [-0.005, 0.004, -0.011], [0.039, 0.025, -0.021], [0.001, -0.006, 0.005], [-0.017, 0.019, -0.012], [0.030, -0.005, -0.004], [-0.005, -0.006, 0.014], [-0.012, 0.010, -0.009], [-0.003, 0.011, -0.001], [0.018, -0.016, -0.025], [-0.015, -0.035, -0.046], [-0.001, 0.003, 0.004], [0.007, 0.004, 0.024], [-0.001, -0.014, -0.002], [0.041, 0.015, -0.005], [-0.041, -0.018, 0.021], [0.003, -0.007, -0.002], [0.019, 0.007, 0.007], [0.013, 0.001, 0.012], [-0.010, 0.078, 0.017], [-0.007, 0.005, -0.001], [0.006, -0.002, -0.002], [-0.090, 0.035, 0.017], [0.003, 0.001, 0.005], [-0.031, 0.022, -0.002], [-0.011, -0.004, -0.019], [-0.033, 0.015, -0.007], [-0.016, 0.012, -0.031], [0.002, 0.004, -0.003], [0.013, 0.010, 0.008], [-0.017, 0.023, -0.010], [0.033, -0.079, -0.031], [-0.021, -0.010, -0.008], [0.000, -0.005, -0.005], [0.036, 0.002, 0.058], [-0.007, -0.008, 0.009], [0.025, 0.008, 0.017], [0.008, -0.008, 0.024], [0.000, -0.017, -0.017], [0.034, -0.026, 0.056], [-0.011, -0.012, 0.035], [-0.002, 0.000, -0.004], [0.012, 0.012, -0.010], [-0.001, 0.001, 0.000], [-0.018, 0.021, -0.038]]
}